No. 1
{"formula": "C3H9CoFN3O10P", "method": "ωB97M-V/def2-TZVPD", "largest_force_ev_per_a": 7.97, "s2": 3.769, "spin_multiplicity": 4, "de_lowest_ev": 0.246, "charge": -2, "homo_energy_ev": [0.61, 0.75], "e_lumo_ha": [0.1770, 0.1765], "elements": ["Co", "P", "O", "O", "O", "O", "F", "C", "N", "O", "O", "H", "H", "H", "C", "N", "O", "O", "H", "H", "H", "C", "N", "O", "O", "H", "H", "H"], "positions_angstrom": [[-1.2950, 0.7793, 0.6886], [0.8488, 2.1969, 0.7279], [1.3964, 2.3092, -0.7202], [0.6670, 0.6990, 0.5594], [-0.6237, 2.4650, 1.1266], [2.1301, 2.0255, 1.5616], [-3.3777, 0.6899, 0.8321], [0.0232, 0.7895, -3.5958], [-1.0897, 1.3812, -2.7334], [-1.1135, 1.0280, -1.5496], [-1.7504, 2.3572, -3.1871], [-0.0228, 1.2185, -4.5968], [-0.0574, -0.2966, -3.6398], [0.9804, 0.9037, -3.0871], [1.0308, -0.7191, 3.3618], [-0.3444, -0.2587, 3.6587], [-1.1552, -0.0653, 2.7277], [-0.5105, 0.0767, 4.8286], [1.0050, -1.1537, 2.3625], [1.4334, -1.3773, 4.1316], [1.5420, 0.2422, 3.4132], [0.6295, -2.1178, -1.2746], [-0.6548, -2.2906, -0.5568], [-1.1757, -1.3080, 0.0072], [-1.2390, -3.3767, -0.6308], [1.3620, -2.8421, -0.9185], [0.9295, -1.0759, -1.1629], [0.4316, -2.2802, -2.3342]], "mulliken_charge": [0.8926, 0.7583, -0.7645, -0.3974, -0.6812, -0.8236, -0.8878, -0.7881, 0.6933, -0.2488, -0.5599, 0.3159, 0.2018, 0.3410, -0.4895, 0.8529, -0.4073, -0.5764, 0.0271, 0.2919, 0.2571, -0.7484, 0.8232, -0.2540, -0.6041, 0.2806, 0.2292, 0.2663]}

***

No. 2
{"formula": "C17H20BrNO3", "method": "ωB97M-V/def2-TZVPD", "largest_force_ev_per_a": 2.71, "de_lowest_ev": 3.052, "charge": 0, "homo_energy_ev": -7.82, "e_lumo_ha": 0.0244, "elements": ["C", "C", "C", "C", "O", "C", "C", "C", "C", "Br", "C", "C", "C", "C", "C", "N", "O", "C", "C", "C", "O", "C", "H", "H", "H", "H", "H", "H", "H", "H", "H", "H", "H", "H", "H", "H", "H", "H", "H", "H", "H", "H"], "positions_angstrom": [[3.3642, -1.7638, -2.1671], [1.9206, -1.9635, -1.5845], [1.4070, -0.6239, -1.0411], [-0.0236, -0.7621, -0.4145], [0.0910, -1.5055, 0.7835], [0.4849, -0.8316, 1.9182], [0.9130, -1.5611, 3.0420], [1.4310, -0.9010, 4.1687], [1.5577, 0.4828, 4.1901], [2.3186, 1.2543, 5.7252], [1.0689, 1.2470, 3.1091], [0.5233, 0.5870, 1.9711], [0.0240, 1.4471, 0.8475], [-0.7840, 2.6426, 1.3265], [-0.1496, 3.7880, 1.0657], [-0.7219, 4.9777, 1.3739], [1.0310, 3.6151, 0.4459], [1.1769, 2.2335, 0.1538], [-0.7722, 0.5615, -0.1309], [-2.2142, 0.2168, 0.1474], [-2.5952, 0.7793, -1.0959], [-1.2750, 1.2734, -1.3846], [4.1109, -1.6186, -1.3901], [3.3415, -0.8803, -2.8262], [3.6568, -2.7005, -2.7017], [1.9227, -2.6648, -0.7658], [1.2611, -2.4425, -2.3234], [1.3604, 0.1248, -1.8411], [2.0976, -0.2680, -0.2480], [-0.6265, -1.3423, -1.1054], [0.8424, -2.6331, 2.9642], [1.8283, -1.4044, 5.0284], [1.1268, 2.2975, 3.1696], [-1.7367, 2.6137, 1.8038], [-0.2148, 5.8299, 1.1340], [-1.6681, 4.9931, 1.7230], [2.1208, 1.9161, 0.5505], [1.2095, 2.0710, -0.9364], [-2.6801, 0.6847, 1.0116], [-2.4145, -0.8612, 0.2083], [-0.8393, 0.9464, -2.3287], [-1.2497, 2.3705, -1.3512]], "mulliken_charge": [-1.2319, -0.6530, -0.7228, -0.3460, -0.5053, -0.0962, -0.9681, -0.4826, -0.5590, -0.2020, -0.6631, 0.2157, 3.2063, -2.0317, 0.0750, -0.4250, -0.4746, -0.9093, 1.5140, -0.7893, -0.5432, -0.7331, 0.3034, 0.3250, 0.3783, 0.3556, 0.3986, 0.4990, 0.1237, 0.7969, 0.4873, 0.4082, 0.6400, 0.2838, 0.2351, 0.2043, 0.4464, 0.2290, 0.3311, 0.2880, 0.2941, 0.2973]}

***

No. 3
{"formula": "C48H106N12O12", "method": "ωB97M-V/def2-TZVPD", "largest_force_ev_per_a": 8.83, "s2": 2.009, "spin_multiplicity": 3, "de_lowest_ev": 1.201, "charge": 0, "homo_energy_ev": [-7.53, -8.87], "e_lumo_ha": [0.0168, -0.0240], "elements": ["C", "C", "C", "C", "C", "C", "N", "O", "C", "C", "C", "H", "H", "H", "H", "H", "H", "H", "H", "H", "H", "H", "H", "H", "H", "H", "H", "H", "H", "C", "C", "C", "C", "C", "C", "N", "O", "C", "C", "C", "H", "H", "H", "H", "H", "H", "H", "H", "H", "H", "H", "H", "H", "H", "H", "H", "H", "H", "C", "O", "N", "C", "C", "H", "H", "H", "H", "H", "H", "H", "C", "O", "N", "C", "C", "H", "H", "H", "H", "H", "H", "H", "C", "O", "N", "C", "C", "H", "H", "H", "H", "H", "H", "H", "C", "O", "N", "C", "C", "H", "H", "H", "H", "H", "H", "H", "C", "O", "N", "C", "C", "H", "H", "H", "H", "H", "H", "H", "C", "O", "N", "C", "C", "H", "H", "H", "H", "H", "H", "H", "C", "O", "N", "C", "C", "H", "H", "H", "H", "H", "H", "H", "C", "O", "N", "C", "C", "H", "H", "H", "H", "H", "H", "H", "C", "O", "N", "C", "C", "H", "H", "H", "H", "H", "H", "H", "C", "O", "N", "C", "C", "H", "H", "H", "H", "H", "H", "H"], "positions_angstrom": [[12.9870, 16.9807, 20.2430], [12.8477, 17.6147, 18.8767], [12.1740, 16.6032, 18.0298], [10.7180, 16.2357, 18.3196], [9.9865, 17.7404, 18.4497], [10.5347, 18.7449, 19.4706], [12.0001, 18.7084, 19.2536], [12.6264, 19.8366, 19.5701], [9.8899, 20.0658, 19.2717], [10.2296, 18.2111, 20.9247], [14.1141, 18.1506, 18.2888], [12.0854, 16.8456, 20.7366], [13.5844, 17.5787, 20.9380], [13.3758, 15.9508, 20.1632], [12.0937, 16.8151, 16.9192], [12.8167, 15.7066, 17.9138], [10.4143, 15.6000, 19.1862], [10.3843, 15.7230, 17.4241], [8.9367, 17.4691, 18.6246], [9.9792, 18.1342, 17.4389], [10.4117, 20.7203, 19.9431], [9.9549, 20.4861, 18.2653], [8.8120, 19.8847, 19.4633], [10.3080, 17.1680, 21.0986], [10.9671, 18.6913, 21.6194], [9.1725, 18.3818, 21.1755], [14.6920, 18.6178, 19.0726], [13.9848, 18.8430, 17.4667], [14.6621, 17.3008, 17.9249], [16.2749, 14.9428, 20.6448], [15.3921, 13.2998, 21.0149], [15.4287, 13.2860, 22.5627], [14.5129, 12.0887, 22.7748], [13.0132, 12.3031, 22.4154], [13.1037, 12.4478, 20.7585], [14.0619, 13.5249, 20.4019], [14.0388, 13.8491, 19.0664], [13.0867, 11.1285, 20.0230], [11.5657, 13.2209, 20.5545], [16.3561, 12.4084, 20.3928], [15.7244, 15.8517, 20.8991], [16.4066, 15.0644, 19.5705], [17.3155, 14.9497, 20.9307], [16.4753, 13.0695, 22.8327], [15.1228, 14.3038, 22.9291], [14.4903, 11.9893, 23.8363], [14.9465, 11.2173, 22.3173], [12.4654, 13.1262, 22.8319], [12.4447, 11.3860, 22.4388], [12.3236, 10.3450, 20.2105], [13.4450, 11.2502, 18.9579], [13.9671, 10.6165, 20.4503], [11.2861, 13.2524, 19.4922], [10.6540, 12.9343, 20.9958], [11.6967, 14.3161, 20.6834], [17.4028, 12.3688, 20.7176], [16.3384, 12.4984, 19.3276], [15.9606, 11.3817, 20.5551], [17.2623, 12.3389, 15.7195], [17.0688, 13.3042, 15.0108], [18.4890, 12.0254, 16.1286], [18.7566, 10.7943, 16.7729], [19.5833, 12.9446, 15.9169], [16.4384, 11.6333, 15.8576], [19.4136, 10.1770, 16.1253], [17.8168, 10.2227, 16.7739], [19.2112, 10.8797, 17.7867], [20.5237, 12.3266, 15.8947], [19.4755, 13.3909, 14.9208], [19.6519, 13.7951, 16.5659], [14.7003, 9.2606, 16.8630], [15.7679, 9.5735, 17.3491], [14.5043, 8.9032, 15.5787], [13.1737, 8.7523, 15.0921], [15.6320, 9.0122, 14.6244], [13.7502, 9.3148, 17.4247], [13.1011, 8.1895, 14.1605], [12.6019, 9.6561, 14.8744], [12.6162, 8.1393, 15.8022], [15.2388, 9.2483, 13.6426], [16.3424, 9.7464, 14.8996], [16.1668, 8.0660, 14.5285], [12.3096, 14.6326, 10.4099], [12.7571, 15.7359, 10.7099], [11.0197, 14.2434, 10.5524], [10.0330, 15.1176, 11.2433], [10.5035, 12.8876, 10.1942], [12.9139, 13.8612, 9.9067], [9.9947, 14.9093, 12.3329], [9.0512, 14.9947, 10.7648], [10.2870, 16.1584, 11.0462], [9.6347, 12.9168, 9.5118], [11.3089, 12.3408, 9.6942], [10.2886, 12.4215, 11.1352], [11.0472, 10.4887, 16.9705], [10.8028, 9.3720, 17.3707], [10.3576, 11.6665, 17.1426], [10.8429, 12.8752, 16.5547], [9.2079, 11.7764, 18.0451], [11.9246, 10.7054, 16.2752], [11.7103, 12.5679, 15.9169], [11.1242, 13.6267, 17.2857], [10.0426, 13.3964, 16.0282], [9.3309, 12.3588, 18.9433], [8.2963, 12.0994, 17.5183], [9.1054, 10.7621, 18.3620], [9.7932, 17.1543, 15.1757], [10.5431, 16.1988, 15.1813], [10.1635, 18.4439, 15.0426], [9.1966, 19.4988, 14.7469], [11.5990, 18.8385, 14.9524], [8.6764, 16.9308, 15.2998], [8.1792, 19.0706, 14.7586], [9.4083, 19.9752, 13.7880], [9.2769, 20.2898, 15.5292], [11.6868, 19.5081, 14.0646], [11.8448, 19.3590, 15.8694], [12.1433, 17.8851, 14.7955], [14.5709, 18.3355, 12.8207], [14.9354, 18.2908, 13.9688], [15.2018, 19.0702, 11.8273], [14.8297, 18.8223, 10.4155], [16.5116, 19.7223, 12.0745], [13.6655, 17.8217, 12.5880], [13.8504, 18.3662, 10.3513], [15.5690, 18.1729, 9.9778], [14.8280, 19.7865, 9.8734], [16.4110, 20.6649, 11.6088], [16.6766, 19.8757, 13.1485], [17.2951, 19.0717, 11.6426], [14.2695, 13.2542, 15.5058], [13.5937, 12.3265, 15.0808], [14.1940, 14.5242, 15.1700], [15.1285, 15.5242, 15.6342], [13.4222, 14.9913, 14.0151], [14.9982, 13.0711, 16.3235], [15.9511, 15.6002, 14.9570], [15.3781, 15.3018, 16.6926], [14.6065, 16.4660, 15.6240], [12.8973, 14.1043, 13.6510], [12.7161, 15.7911, 14.2320], [14.2197, 15.2856, 13.3025], [9.7327, 10.0347, 11.6164], [8.7023, 9.7960, 10.9540], [9.7710, 10.8086, 12.7143], [10.9772, 11.2116, 13.3853], [8.5518, 11.4393, 13.2337], [10.7671, 9.5814, 11.3339], [11.8185, 10.8871, 12.7590], [11.1055, 10.8363, 14.3604], [10.9350, 12.3126, 13.4194], [8.6400, 12.5524, 13.2817], [7.6313, 11.1629, 12.6901], [8.4804, 11.1366, 14.2840], [16.4141, 14.9981, 9.1680], [16.7894, 14.4296, 8.1724], [17.1099, 15.3698, 10.2578], [18.5839, 15.1909, 10.2405], [16.4842, 15.8522, 11.4837], [15.3585, 15.1451, 9.3181], [19.0907, 16.1447, 10.4894], [18.9174, 14.9211, 9.2184], [18.9361, 14.4390, 10.8982], [16.4746, 15.1511, 12.3122], [16.9663, 16.7678, 11.8559], [15.4782, 16.0793, 11.1986], [14.0497, 11.3056, 11.6969], [12.9445, 11.3011, 11.1976], [15.1860, 11.4183, 10.9846], [16.5284, 11.4710, 11.6414], [15.1888, 11.1162, 9.5017], [14.0744, 11.3229, 12.8079], [16.4140, 11.9308, 12.5923], [17.1466, 12.0691, 10.9512], [16.9856, 10.4459, 11.6740], [15.7558, 11.9200, 8.9540], [15.6470, 10.1311, 9.4141], [14.1493, 11.0416, 9.2142]], "mulliken_charge": [-0.8260, 1.9098, 2.6536, -0.6393, -1.1118, 1.6306, 1.0510, -0.7453, -1.7753, -1.7780, -1.6147, -0.0211, 0.5352, -0.9188, -1.6539, -0.5151, 0.3540, 0.1089, 0.5962, -0.3624, 0.4918, 0.2017, 0.3869, 0.4055, 0.3311, 0.4104, 0.4487, 0.2432, 0.2493, -1.2834, 0.4895, -0.8020, -0.6691, -1.0988, 0.5917, 0.1636, 0.9560, -1.1180, -0.6950, -1.5433, 0.3581, 0.1908, 0.4595, 0.3590, 0.2988, 0.4680, 0.4173, 0.4467, 0.4499, 0.3224, -0.2501, 0.5119, -0.8263, 0.8702, 0.1462, 0.3861, 0.1309, 0.3949, 0.2871, -0.5908, 0.3611, -0.7855, -1.0301, 0.0486, 0.4002, 0.1253, 0.3232, 0.3398, 0.3052, 0.2843, -0.2785, -0.5896, 0.3483, -2.0363, -0.6078, 0.5169, 0.3987, 0.8299, 0.5514, 0.2916, 0.0064, 0.3393, 0.2234, -0.5837, 0.1252, -0.9629, -0.9268, 0.2705, 0.1545, 0.3846, 0.3371, 0.3633, 0.2680, 0.3224, 1.1567, -0.6916, 0.5343, 1.9607, -1.1932, -0.5321, -1.5560, -1.0963, 0.2553, 0.2417, 0.2891, 0.4671, -0.2966, -0.2960, 0.4295, -0.9304, -0.2974, 0.3032, 0.3100, 0.3013, 0.2706, 0.5793, 0.0958, -0.4845, 0.0836, -0.6430, 0.1327, -0.7705, -0.9074, 0.4332, 0.2127, 0.2757, 0.3318, 0.3742, 0.2712, 0.2503, -0.3992, -0.4393, 1.5999, -0.4385, 1.5455, 0.1768, 0.1707, -0.3545, 0.1936, -0.7143, -0.9201, -0.2341, 0.3646, -0.6634, 0.0686, 0.7784, -0.7646, 0.2461, -0.6547, -0.0537, -0.0430, 0.1722, 0.3194, 0.3020, 0.1439, -0.6172, 0.2747, -1.1229, -0.3231, 0.3626, 0.3156, 0.3725, 0.3638, 0.1518, 0.1121, -0.0796, 0.6008, -0.6067, 0.3393, -0.6610, -0.9568, -0.1680, -0.0301, 0.3544, 0.2088, 0.2264, 0.3689, 0.2597]}